Entry 1:
The following is a quantum chemistry calculation of C51H48BaBr2NOP2Te as an isolated structure, from OMol25.

* relative energy (zero: lowest compared OMol25 entry of this formula, charge and spin): 0.000 eV
* LUMO: 2.197 eV
* maximum force: 0.7 eV/A
* E_HOMO: -4.245 eV
* spin multiplicity: 1
* total charge: -1
* frontier orbital gap: 6.44 eV
* molecular weight: 1177.63 g/mol

Last column: Löwdin charge in e.
Positions of all 107 atoms, in Å:
1 Ba -0.307 0.215 0.421  1.550
2 C -2.835 -1.154 1.253  -0.367
3 C -2.113 -2.185 0.607  -0.351
4 C -1.047 -2.557 1.443  -0.341
5 C -1.114 -1.764 2.612  -0.346
6 C -2.241 -0.928 2.514  -0.339
7 C -2.763 -0.002 3.570  -0.052
8 C -0.249 -1.973 3.813  -0.067
9 C -0.002 -3.593 1.175  -0.051
10 C -2.440 -2.788 -0.724  -0.052
11 C -4.105 -0.532 0.767  -0.056
12 H -2.681 1.053 3.287  0.053
13 H -2.232 -0.133 4.512  0.061
14 H -3.822 -0.182 3.774  0.071
15 H -0.196 -1.098 4.459  0.065
16 H 0.769 -2.242 3.539  0.050
17 H -0.622 -2.795 4.434  0.081
18 H 0.986 -3.164 0.979  0.069
19 H -0.252 -4.205 0.309  0.060
20 H 0.113 -4.277 2.020  0.073
21 H -2.227 -2.138 -1.581  0.058
22 H -3.499 -3.056 -0.799  0.071
23 H -1.870 -3.700 -0.898  0.061
24 H -3.984 0.441 0.270  0.035
25 H -4.799 -0.362 1.592  0.070
26 H -4.609 -1.183 0.050  0.066
27 C -1.937 0.813 -3.088  -0.044
28 C -0.559 0.324 -3.431  -0.321
29 C -0.117 0.340 -4.771  -0.017
30 C 1.150 -0.071 -5.071  -0.030
31 C 2.012 -0.491 -4.033  -0.199
32 C 3.339 -0.956 -4.226  -0.643
33 Br 4.086 -1.020 -5.973  0.720
34 C 4.095 -1.364 -3.163  -0.196
35 C 3.600 -1.308 -1.859  -0.619
36 Br 4.698 -1.870 -0.426  0.776
37 C 2.321 -0.818 -1.565  -0.479
38 O 1.847 -0.678 -0.404  -0.367
39 C 1.501 -0.448 -2.721  -0.137
40 N 0.227 -0.068 -2.446  0.079
41 H -2.583 0.832 -3.964  0.077
42 H -1.887 1.819 -2.665  0.034
43 H -2.400 0.182 -2.330  0.061
44 H -0.795 0.681 -5.542  0.108
45 H 1.510 -0.071 -6.092  0.072
46 H 5.103 -1.729 -3.321  0.090
47 Te -2.178 3.101 0.350  0.552
48 C -0.945 4.818 0.394  -0.727
49 C -0.478 5.418 -0.772  -0.181
50 C 0.253 6.593 -0.734  -0.129
51 C 0.560 7.195 0.477  -0.120
52 C 0.115 6.600 1.648  -0.122
53 C -0.631 5.435 1.603  -0.207
54 H -0.703 4.959 -1.727  0.087
55 H 0.588 7.037 -1.664  0.096
56 H 1.130 8.113 0.510  0.091
57 H 0.339 7.053 2.608  0.098
58 H -0.990 4.994 2.524  0.083
59 C 1.902 3.395 3.190  -0.497
60 P 2.145 2.032 1.957  1.004
61 C 2.932 2.749 0.475  -0.366
62 C 2.622 4.023 0.010  -0.105
63 C 3.139 4.477 -1.193  -0.078
64 C 3.941 3.653 -1.968  -0.084
65 C 4.215 2.365 -1.533  -0.064
66 C 3.713 1.918 -0.324  -0.108
67 C 3.422 0.887 2.581  -0.377
68 C 2.969 -0.284 3.164  -0.102
69 C 3.857 -1.236 3.642  -0.085
70 C 5.219 -1.027 3.524  -0.092
71 C 5.689 0.133 2.919  -0.086
72 C 4.800 1.081 2.450  -0.112
73 P 3.014 4.039 4.531  1.038
74 C 2.996 2.646 5.716  -0.382
75 C 2.028 2.738 6.715  -0.123
76 C 1.855 1.724 7.641  -0.093
77 C 2.675 0.607 7.600  -0.088
78 C 3.653 0.511 6.623  -0.078
79 C 3.807 1.515 5.683  -0.105
80 C 4.681 4.073 3.811  -0.401
81 C 5.829 3.709 4.511  -0.110
82 C 7.079 3.844 3.931  -0.092
83 C 7.210 4.362 2.652  -0.095
84 C 6.076 4.775 1.965  -0.080
85 C 4.829 4.641 2.547  -0.114
86 H 1.020 3.080 3.762  0.039
87 H 1.526 4.247 2.616  0.002
88 H 1.963 4.679 0.564  0.077
89 H 2.890 5.473 -1.531  0.095
90 H 4.333 4.005 -2.912  0.098
91 H 4.810 1.694 -2.136  0.106
92 H 3.928 0.908 -0.012  0.060
93 H 1.905 -0.459 3.243  0.076
94 H 3.479 -2.143 4.093  0.108
95 H 5.916 -1.772 3.882  0.101
96 H 6.751 0.298 2.807  0.106
97 H 5.180 1.971 1.969  0.099
98 H 1.397 3.618 6.762  0.091
99 H 1.086 1.812 8.397  0.099
100 H 2.548 -0.188 8.323  0.099
101 H 4.285 -0.366 6.571  0.102
102 H 4.551 1.401 4.909  0.075
103 H 5.751 3.302 5.509  0.099
104 H 7.958 3.536 4.484  0.100
105 H 8.187 4.452 2.197  0.097
106 H 6.156 5.193 0.970  0.105
107 H 3.960 4.969 1.993  0.088

---

Entry 2:
The following is a quantum chemistry calculation of C51H48O9P2Pd as an isolated structure in a non-equilibrium geometry, from OMol25.

* relative energy (zero: lowest compared OMol25 entry of this formula, charge and spin): 0.363 eV
* LUMO: 0.235 eV
* maximum force: 3.4 eV/A
* E_HOMO: -6.689 eV
* spin multiplicity: 1
* total charge: 0
* frontier orbital gap: 6.92 eV
* molecular weight: 973.30 g/mol

Last column: Löwdin charge in e.
Positions of all 111 atoms, in Å:
1 C -0.017 -0.933 -8.538  -0.076
2 C -0.048 -1.295 -7.090  -0.173
3 O -1.472 -1.079 -6.723  0.045
4 C -1.693 -1.103 -5.440  -0.343
5 C -2.922 -0.677 -4.892  -0.005
6 C -3.677 -1.333 -3.874  -0.453
7 C -5.161 -1.310 -4.090  -0.019
8 O -3.209 -1.872 -2.834  -0.028
9 O -0.621 -1.221 -4.672  0.046
10 H 0.973 -1.116 -8.955  0.082
11 H -0.743 -1.503 -9.119  0.085
12 H -0.224 0.133 -8.666  0.086
13 H 0.185 -2.352 -6.903  0.137
14 H 0.602 -0.625 -6.514  0.131
15 H -3.524 -0.076 -5.574  0.109
16 H -5.408 -0.688 -4.957  0.075
17 H -5.490 -2.340 -4.283  0.098
18 H -5.682 -0.935 -3.198  0.064
19 C 2.570 0.188 5.515  -0.091
20 C 3.511 0.698 4.616  -0.072
21 C 3.107 1.547 3.583  -0.021
22 C 1.760 1.848 3.468  -0.282
23 O 1.308 2.542 2.324  -0.210
24 P 1.625 2.079 0.802  0.738
25 O 1.163 3.406 -0.012  -0.208
26 C 0.888 4.684 0.513  -0.280
27 C 1.771 5.726 0.237  -0.005
28 C 1.482 6.994 0.755  -0.081
29 C 0.328 7.196 1.518  -0.098
30 C -0.543 6.133 1.772  -0.076
31 C -0.270 4.863 1.263  -0.020
32 O 3.244 2.169 0.699  -0.231
33 C 4.052 2.614 -0.345  -0.296
34 C 5.334 2.972 0.053  -0.014
35 C 6.187 3.540 -0.889  -0.081
36 C 5.755 3.692 -2.210  -0.105
37 C 4.484 3.269 -2.596  -0.082
38 C 3.606 2.710 -1.660  -0.042
39 Pd 1.016 -0.011 0.327  0.282
40 P -0.917 -0.586 1.370  0.786
41 O -0.369 -1.233 2.769  -0.231
42 C -1.061 -1.926 3.768  -0.297
43 C -0.547 -3.161 4.150  -0.016
44 C -1.348 -3.966 4.955  -0.079
45 C -2.579 -3.487 5.411  -0.097
46 C -3.019 -2.199 5.092  -0.070
47 C -2.226 -1.381 4.290  -0.021
48 O -2.072 0.507 1.781  -0.219
49 C -3.419 0.474 1.367  -0.288
50 C -4.398 0.591 2.349  -0.026
51 C -5.715 0.252 2.017  -0.079
52 C -6.033 -0.113 0.706  -0.092
53 C -5.048 -0.117 -0.281  -0.060
54 C -3.730 0.209 0.037  -0.018
55 O -1.866 -1.778 0.793  -0.213
56 C -1.785 -3.159 1.004  -0.283
57 C -2.946 -3.798 1.435  0.005
58 C -2.855 -5.143 1.798  -0.077
59 C -1.643 -5.822 1.672  -0.100
60 C -0.515 -5.173 1.164  -0.076
61 C -0.588 -3.827 0.799  -0.028
62 C 0.947 -1.199 -1.686  -0.168
63 C 2.408 -1.235 -1.383  -0.276
64 C 2.899 -1.910 -0.233  -0.074
65 C 4.263 -1.880 0.092  -0.077
66 C 5.163 -1.216 -0.745  -0.086
67 C 4.705 -0.619 -1.928  -0.081
68 C 3.350 -0.652 -2.263  -0.046
69 C 0.372 -0.404 -2.673  -0.038
70 C -0.917 -0.633 -3.399  -0.178
71 C 0.797 1.354 4.344  -0.016
72 C 1.218 0.516 5.380  -0.078
73 H 2.893 -0.480 6.311  0.099
74 H 4.562 0.443 4.702  0.102
75 H 3.821 1.918 2.855  0.100
76 H 2.658 5.532 -0.365  0.117
77 H 2.164 7.820 0.552  0.103
78 H 0.101 8.189 1.910  0.100
79 H -1.447 6.274 2.365  0.104
80 H -0.939 4.019 1.427  0.121
81 H 5.613 2.821 1.096  0.120
82 H 7.179 3.860 -0.576  0.103
83 H 6.425 4.138 -2.948  0.099
84 H 4.152 3.371 -3.633  0.106
85 H 2.621 2.343 -1.951  0.104
86 H 0.421 -3.474 3.761  0.126
87 H -0.999 -4.968 5.212  0.108
88 H -3.202 -4.124 6.039  0.099
89 H -3.969 -1.806 5.455  0.106
90 H -2.493 -0.355 4.041  0.093
91 H -4.121 0.894 3.358  0.111
92 H -6.482 0.276 2.790  0.103
93 H -7.060 -0.387 0.449  0.102
94 H -5.283 -0.385 -1.311  0.078
95 H -2.958 0.232 -0.732  0.117
96 H -3.872 -3.226 1.508  0.128
97 H -3.740 -5.650 2.181  0.107
98 H -1.575 -6.870 1.970  0.102
99 H 0.431 -5.702 1.051  0.106
100 H 0.268 -3.290 0.385  0.081
101 H 0.406 -2.087 -1.327  0.096
102 H 2.199 -2.454 0.411  0.087
103 H 4.621 -2.359 1.014  0.109
104 H 6.225 -1.158 -0.477  0.106
105 H 5.418 -0.112 -2.588  0.109
106 H 2.988 -0.236 -3.206  0.109
107 H 0.929 0.462 -3.021  0.091
108 H -1.538 -1.321 -2.818  0.096
109 H -1.415 0.334 -3.511  0.139
110 H -0.255 1.584 4.190  0.118
111 H 0.481 0.115 6.069  0.105

---

Number 1: E -223859.1928 eV. Number 2: E -94151.3160 eV.